Molecular formula: C3H3LiNdO3
Method: DFT, wB97M-V/def2-TZVPD

The geometry in XYZ format:
```
11
C3H3LiNdO3 | the Open Molecules 2025 dataset | wB97M-V/def2-TZVPD
O -0.820 1.150 -0.216
Nd -2.399 1.390 -2.301
C 0.809 0.778 1.164
C -0.157 0.028 0.063
O 1.862 0.398 0.510
C 1.195 -0.310 -0.598
H 1.417 0.188 -1.547
H 1.487 -1.365 -0.596
H -1.556 -1.348 0.255
Li -0.986 0.057 2.472
O -0.852 -0.967 0.794
```

Properties
E_tot = -910.02279 Ha
2S+1 = 5
relative energy (zero: lowest compared OMol25 entry of this formula, charge and spin) = 0.0 kcal/mol
highest occupied orbital energy (spin up / spin down) = -14.837 / -14.848 eV
LUMO energy (spin up / spin down) = -9.237 / -9.132 eV
largest force on an atom = 5.21 eV Å⁻¹
total charge = +2
M = 238.235 g/mol

=====

Molecular formula: C4H55FO27S
Method: DFT, wB97M-V/def2-TZVPD

The geometry in XYZ format:
```
88
C4H55FO27S | the Open Molecules 2025 dataset | wB97M-V/def2-TZVPD
O -0.809 2.310 -1.759
S -1.842 1.709 -2.657
O -1.666 2.350 -3.991
C -1.460 -0.092 -2.688
C -2.683 -0.786 -1.938
C -3.981 -0.307 -2.696
C -4.345 1.201 -2.477
F -4.891 1.677 -3.655
O -3.303 2.014 -1.955
H -1.514 -0.473 -3.734
H -0.482 -0.328 -2.233
H -2.568 -1.891 -1.913
H -2.726 -0.363 -0.911
H -3.769 -0.428 -3.789
H -4.838 -0.954 -2.430
H -5.165 1.238 -1.723
O 1.306 2.692 0.734
H 1.744 3.551 0.708
H 0.713 2.707 -0.026
O 0.256 3.266 3.544
H 0.514 3.083 2.628
H -0.556 2.762 3.664
O 2.221 2.954 5.731
H 2.670 3.804 5.714
H 1.615 2.987 4.970
O -1.864 2.672 -7.034
H -1.469 2.854 -6.172
H -1.366 3.226 -7.645
O -0.162 1.987 7.112
H 0.663 2.291 6.702
H -0.364 2.667 7.759
O 0.297 -1.295 7.179
H 1.177 -1.508 6.831
H 0.080 -0.447 6.769
O -2.424 -2.348 7.899
H -1.600 -2.043 7.493
H -2.628 -1.669 8.548
O -6.519 -1.472 -3.863
H -6.812 -0.824 -4.512
H -7.339 -1.778 -3.449
O 1.243 3.193 -4.335
H 0.959 3.837 -4.990
H 0.418 2.900 -3.921
O -1.038 4.421 -9.369
H -1.917 4.822 -9.386
H -0.692 4.575 -10.254
O 0.515 -2.421 -2.698
H 1.255 -1.805 -2.797
H 0.738 -3.144 -3.291
O 2.940 -2.648 6.796
H 3.329 -2.954 7.625
H 2.915 -3.439 6.247
O -1.111 -1.672 4.241
H -0.483 -2.216 3.756
H -0.749 -1.638 5.135
O 3.738 -4.482 9.027
H 3.845 -4.175 9.933
H 3.232 -5.297 9.113
O 2.973 1.099 -1.087
H 2.916 1.656 -1.873
H 2.915 1.725 -0.353
O 3.614 0.719 3.926
H 4.426 1.022 3.511
H 3.409 1.406 4.573
O -1.239 7.189 -7.954
H -0.953 6.356 -8.350
H -0.728 7.858 -8.420
O -4.710 -0.785 0.389
H -4.611 -0.457 1.289
H -5.144 -1.637 0.496
O 4.769 -5.270 5.426
H 5.148 -5.136 6.303
H 5.332 -4.745 4.846
O 4.214 3.025 -6.039
H 3.932 3.668 -6.695
H 3.391 2.736 -5.625
O 5.657 -8.256 6.786
H 6.529 -8.464 6.440
H 5.438 -7.410 6.375
O 3.216 -1.079 -2.998
H 4.024 -0.795 -3.440
H 3.036 -0.377 -2.355
O 5.289 -2.574 -4.449
H 5.515 -2.768 -5.363
H 4.469 -3.057 -4.300
O -8.515 -3.264 -3.947
H -8.267 -3.420 -4.864
H -9.292 -3.817 -3.814
```

Properties
E_tot = -2714.89319 Ha
highest occupied orbital energy = -10.422 eV
LUMO energy = 0.240 eV
largest force on an atom = 6.08 eV Å⁻¹
total charge = 0
M = 586.522 g/mol

=====

Molecular formula: C16H17N
Method: DFT, wB97M-V/def2-TZVPD

The geometry in XYZ format:
```
34
C16H17N | the Open Molecules 2025 dataset | wB97M-V/def2-TZVPD
C 1.990 0.531 2.710
C 0.282 -2.850 3.044
C -0.621 -2.576 4.054
C 1.086 -1.817 2.583
C 1.058 -0.554 3.175
C -0.768 -1.301 4.577
C 0.096 -0.303 4.146
H 0.397 -3.825 2.599
H -1.169 -3.411 4.470
H 1.831 -1.968 1.805
H -1.603 -1.115 5.242
H 2.893 0.009 2.388
H 2.287 1.205 3.506
H -0.014 0.703 4.529
H 1.713 1.146 1.860
C 1.384 0.669 -4.645
C 1.277 -0.154 -2.178
C 0.767 0.524 -3.296
C -0.765 0.497 -1.622
C -0.545 0.941 -2.937
C -1.900 0.779 -0.922
C -1.531 1.707 -3.550
C -2.891 1.591 -1.539
C -2.659 2.078 -2.808
N 0.408 -0.118 -1.190
H 2.110 -0.834 -2.066
H 0.475 -0.629 -0.317
H 2.104 -0.152 -4.749
H 2.063 1.516 -4.625
H -1.830 0.660 0.156
H -1.449 2.003 -4.585
H -3.880 1.598 -1.103
H -3.262 2.844 -3.265
H 0.667 0.604 -5.450
```

Properties
E_tot = -674.35932 Ha
2S+1 = 2
relative energy (zero: lowest compared OMol25 entry of this formula, charge and spin) = 12.2 kcal/mol
highest occupied orbital energy (spin up / spin down) = -11.494 / -11.494 eV
LUMO energy (spin up / spin down) = -3.715 / -6.846 eV
largest force on an atom = 1.97 eV Å⁻¹
total charge = +1
M = 223.319 g/mol

=====

Molecular formula: CNa4O3
Method: DFT, wB97M-V/def2-TZVPD

The geometry in XYZ format:
```
8
CNa4O3 | the Open Molecules 2025 dataset | wB97M-V/def2-TZVPD
Na -0.286 -4.423 -0.435
Na -0.152 1.057 -4.526
Na 4.028 -1.018 3.078
Na -3.474 1.279 1.961
C 0.031 0.762 -0.029
O 0.896 0.531 0.797
O -0.832 -0.123 -0.433
O -0.211 1.935 -0.413
```

Properties
E_tot = -912.45828 Ha
relative energy (zero: lowest compared OMol25 entry of this formula, charge and spin) = 146.6 kcal/mol
highest occupied orbital energy = -9.195 eV
LUMO energy = -6.394 eV
largest force on an atom = 4.54 eV Å⁻¹
total charge = +2
M = 151.968 g/mol

=====

Molecular formula: C49H56N8SV
Method: DFT, wB97M-V/def2-TZVPD

The geometry in XYZ format:
```
115
C49H56N8SV | the Open Molecules 2025 dataset | wB97M-V/def2-TZVPD
V -18.145 12.508 -3.773
C -13.512 14.805 -6.678
C -13.885 15.599 -5.381
C -15.179 15.389 -4.732
C -16.068 16.118 -3.913
C -15.914 17.526 -3.439
C -15.913 18.708 -4.685
C -17.128 15.326 -3.553
C -17.677 15.307 -2.204
C -17.683 14.065 -1.424
C -17.800 13.883 0.002
C -17.934 15.024 0.847
C -16.692 15.844 1.216
C -17.511 12.615 0.452
C -17.046 11.953 -0.923
C -16.562 10.715 -0.989
C -16.100 10.038 -2.242
N -15.790 11.843 -4.136
C -15.414 10.998 -3.337
C -15.798 5.796 -4.611
C -16.623 6.753 -3.862
N -15.870 8.056 -3.417
C -16.749 8.782 -2.779
C -15.116 12.765 -5.059
C -15.711 14.076 -4.759
N -17.010 14.140 -4.162
C -18.144 8.255 -2.688
C -17.987 6.921 -3.190
C -18.925 5.718 -3.367
C -18.972 4.811 -2.027
C -19.304 8.927 -2.114
C -20.033 7.855 -1.067
C -14.126 10.459 -2.867
C -14.692 9.607 -2.043
C -14.080 8.562 -0.852
C -15.201 7.546 -0.456
C -12.546 10.805 -3.139
C -11.849 9.490 -3.357
N -17.346 12.820 -1.902
C -17.487 12.027 1.813
C -16.040 11.520 2.116
H -14.250 14.101 -6.934
H -12.388 14.452 -6.530
H -13.436 15.365 -7.708
H -13.645 16.675 -5.740
H -13.071 15.559 -4.604
H -15.057 17.906 -2.906
H -16.773 17.988 -2.908
H -15.294 18.711 -5.503
H -15.737 19.735 -4.268
H -17.279 18.410 -4.947
H -18.093 16.071 -1.701
H -18.196 14.631 1.778
H -18.628 15.721 0.619
H -16.120 15.637 2.235
H -17.078 17.178 1.267
H -15.836 15.724 0.646
H -16.759 10.007 -0.160
H -16.464 5.026 -4.541
H -14.064 12.640 -4.934
H -18.711 5.323 -4.358
H -19.992 6.150 -3.358
H -19.615 5.303 -1.307
H -17.976 4.584 -1.616
H -19.572 3.976 -2.407
H -20.108 9.298 -2.827
H -19.038 9.955 -1.681
H -20.815 7.358 -1.616
H -20.644 8.456 -0.324
H -19.354 7.029 -0.843
H -13.488 9.107 -0.115
H -13.250 7.929 -1.381
H -14.910 6.519 -0.056
H -15.640 7.375 -1.454
H -15.983 7.968 0.174
H -11.933 11.455 -2.360
H -12.586 11.513 -4.026
H -12.273 8.713 -2.779
H -10.806 9.558 -3.322
H -12.260 9.094 -4.359
H -18.350 11.448 2.140
H -17.444 12.816 2.535
H -16.141 10.402 1.716
H -15.792 11.523 3.127
H -15.468 12.214 1.594
S -20.249 13.214 -3.209
C -20.654 13.998 -4.845
N -21.660 14.989 -5.069
N -22.398 15.044 -3.885
C -23.617 15.583 -3.567
C -24.040 15.285 -2.274
C -25.069 16.130 -1.615
C -25.568 17.249 -2.323
C -25.204 17.346 -3.626
C -24.171 16.589 -4.258
N -19.834 13.734 -5.872
N -18.855 12.859 -5.776
C -17.938 12.901 -6.877
C -17.553 11.636 -7.525
C -16.726 11.680 -8.692
C -16.170 12.838 -9.123
C -16.485 14.063 -8.293
C -17.420 14.048 -7.327
H -22.208 14.343 -3.261
H -23.620 14.413 -1.676
H -24.988 15.769 -0.464
H -25.945 18.041 -1.889
H -25.617 18.330 -4.230
H -23.965 16.885 -5.469
H -17.908 10.865 -7.107
H -16.873 10.652 -9.168
H -15.376 12.688 -9.897
H -15.952 14.929 -8.638
H -17.352 15.130 -6.788
H -17.810 10.963 -3.502
```

Properties
E_tot = -3680.17655 Ha
2S+1 = 4
relative energy (zero: lowest compared OMol25 entry of this formula, charge and spin) = 428.7 kcal/mol
highest occupied orbital energy (spin up / spin down) = -1.242 / -2.059 eV
LUMO energy (spin up / spin down) = 4.026 / 3.971 eV
largest force on an atom = 10.00 eV Å⁻¹
total charge = -2
M = 840.054 g/mol